{
  "formula": "C15H38BrN11O22P",
  "method": "ωB97M-V with the def2-TZVPD basis set",
  "symbols": ["C", "O", "C", "C", "N", "C", "C", "Br", "N", "C", "P", "O", "O", "O", "H", "H", "H", "H", "H", "H", "H", "H", "H", "H", "H", "C", "N", "O", "O", "H", "H", "H", "C", "N", "O", "O", "H", "H", "H", "C", "N", "O", "O", "H", "H", "H", "C", "N", "O", "O", "H", "H", "H", "C", "N", "O", "O", "H", "H", "H", "C", "N", "O", "O", "H", "H", "H", "C", "N", "O", "O", "H", "H", "H", "C", "N", "O", "O", "H", "H", "H", "C", "N", "O", "O", "H", "H", "H"],
  "coordinates": [[0.56020, 1.38707, -1.27542], [0.43801, 1.82944, 0.12274], [-0.96481, 2.04393, 0.51708], [-1.74123, 3.08732, -0.50564], [-1.11340, 4.40316, -0.91621], [-2.16375, 5.01304, -1.82321], [-3.42650, 3.95556, -1.90735], [-5.12108, 4.21843, -2.96039], [-3.12009, 2.71688, -1.04160], [-3.99478, 1.51030, -0.77952], [-3.49983, -0.07331, -1.72548], [-4.85439, -0.84759, -2.12990], [-2.57131, -1.15469, -0.71209], [-2.62063, 0.19256, -3.20514], [1.43179, 0.58385, -1.36698], [0.92902, 2.32005, -1.91094], [-0.42310, 0.95806, -1.74367], [-1.53062, 1.01008, 0.61366], [-0.96441, 2.52141, 1.60454], [-0.17523, 4.73742, -0.60504], [-1.99281, 6.05781, -2.34153], [-5.09411, 1.80268, -1.05776], [-3.90887, 1.27622, 0.37694], [-1.59028, -0.92034, -0.71313], [-1.96722, -0.58067, -3.32915], [-2.29549, 5.17292, 3.58676], [-1.67410, 3.82163, 3.62891], [-2.42599, 2.84866, 3.49868], [-0.44916, 3.77600, 3.79150], [-3.37194, 5.06236, 3.43933], [-2.08506, 5.66226, 4.53989], [-1.84586, 5.71646, 2.75332], [3.26598, -1.89245, 1.36010], [2.83711, -1.52322, -0.01599], [1.77762, -2.00958, -0.42822], [3.57618, -0.75558, -0.64328], [2.52533, -2.56933, 1.79134], [4.23792, -2.38375, 1.28165], [3.33226, -0.97144, 1.94281], [3.87220, -4.08122, 5.59497], [3.43336, -3.20711, 4.47370], [3.62287, -1.99136, 4.59630], [2.91113, -3.76622, 3.50228], [4.31137, -3.45856, 6.37735], [2.99029, -4.60532, 5.96883], [4.61119, -4.78019, 5.19804], [0.48202, -0.52407, -5.67159], [0.92773, -0.35958, -4.26156], [0.34444, -1.03004, -3.40178], [1.85053, 0.43787, -4.05788], [-0.33147, -1.25207, -5.70236], [0.14055, 0.45093, -6.02511], [1.33859, -0.87824, -6.24870], [-4.86910, -1.64213, 2.70819], [-5.21633, -0.33321, 2.09172], [-5.70620, 0.52838, 2.83109], [-4.98722, -0.20780, 0.88310], [-5.12302, -1.61109, 3.76991], [-5.44905, -2.41210, 2.19534], [-3.79668, -1.79610, 2.57244], [4.74579, 2.32275, -1.23692], [4.39856, 3.63168, -1.85339], [3.90869, 4.49327, -1.11402], [4.62767, 3.75709, -3.06201], [4.49187, 2.35380, -0.17520], [4.16583, 1.55279, -1.74977], [5.81821, 2.16878, -1.37268], [2.96637, -4.15133, -5.10521], [2.56994, -3.16148, -6.14296], [1.35988, -2.96532, -6.30502], [3.48473, -2.60946, -6.76538], [2.06487, -4.55594, -4.64016], [3.53167, -4.94193, -5.60281], [3.57916, -3.62842, -4.36814], [-7.21914, 0.51116, -3.67974], [-7.64801, 0.88039, -5.05583], [-8.70749, 0.39404, -5.46806], [-6.90893, 1.64802, -5.68312], [-7.95978, -0.16572, -3.24850], [-6.24719, 0.01985, -3.75819], [-7.15285, 1.43217, -3.09703], [6.87957, -4.51606, 9.23008], [6.45070, -4.14682, 7.85399], [5.39122, -4.63318, 7.44176], [7.18978, -3.37919, 7.22670], [6.13893, -5.19294, 9.66132], [7.85152, -5.00736, 9.15164], [6.94586, -3.59504, 9.81279]],
  "max_force_ha_per_bohr": 0.1617,
  "charge": 1,
  "homo_ev": -12.41,
  "total_energy_ev": -156900.8646,
  "homo_lumo_gap_ev": 8.539
}

{
  "formula": "C15H38ClNO9P",
  "method": "ωB97M-V with the def2-TZVPD basis set",
  "symbols": ["C", "C", "C", "O", "C", "C", "N", "C", "C", "C", "P", "O", "Cl", "H", "H", "H", "H", "H", "H", "H", "H", "H", "H", "C", "O", "H", "H", "H", "H", "C", "O", "H", "H", "H", "H", "C", "O", "H", "H", "H", "H", "C", "O", "H", "H", "H", "H", "C", "O", "H", "H", "H", "H", "C", "O", "H", "H", "H", "H", "C", "O", "H", "H", "H", "H"],
  "coordinates": [[0.33864, 1.66991, 1.65092], [0.28505, 0.49065, 1.46382], [0.20097, -0.95239, 1.24550], [0.06915, -1.65668, 2.46416], [-1.20744, -1.56301, 3.05510], [-2.26136, -2.26097, 2.17821], [-1.69020, -2.50229, 0.82522], [-0.98938, -1.28445, 0.27121], [-1.96418, -0.21647, 0.17847], [-2.79852, 0.63787, 0.19916], [-0.57199, -1.76552, -1.53596], [-0.42684, -0.34413, -2.27890], [1.36132, -2.37338, -1.38002], [0.09407, 2.69752, 1.79101], [1.15385, -1.27236, 0.82971], [-1.48663, -0.53685, 3.29985], [-1.13708, -2.09941, 3.99638], [-2.53601, -3.22044, 2.60365], [-3.16389, -1.66850, 2.08268], [-2.46465, -2.73285, 0.17708], [-1.05691, -3.31055, 0.81471], [-3.52679, 1.41308, 0.17598], [0.36165, 0.16039, -2.00910], [-4.92448, -4.35241, 0.73537], [-4.19438, -3.42130, -0.07890], [-4.41973, -4.41913, 1.69549], [-5.94473, -4.00582, 0.89674], [-4.94085, -5.34054, 0.27652], [-4.63854, -3.36175, -0.93058], [2.87119, 3.50364, -0.69266], [2.27220, 4.14789, 0.42735], [3.36292, 4.26540, -1.29226], [3.61901, 2.77645, -0.36713], [2.11540, 3.00210, -1.30338], [1.84511, 3.46187, 0.94394], [2.55076, 1.52615, -4.01127], [3.44103, 0.77410, -3.19029], [2.63667, 2.56233, -3.69334], [2.80011, 1.46428, -5.07212], [1.51526, 1.19329, -3.87386], [3.39899, -0.14903, -3.45529], [1.36570, -0.48519, 5.44180], [2.01212, 0.35951, 4.50084], [1.98729, -0.51869, 6.33210], [0.38179, -0.09007, 5.71642], [1.25865, -1.50153, 5.04906], [1.47260, 0.40078, 3.70576], [2.61201, 6.63809, -3.16678], [1.58316, 5.67953, -2.93954], [2.73445, 6.73032, -4.24281], [2.34476, 7.61492, -2.75804], [3.56222, 6.31712, -2.73120], [1.46804, 5.59139, -1.98737], [0.73093, -6.55043, 0.16239], [0.39538, -5.21591, -0.23002], [0.24010, -6.74195, 1.11261], [0.37784, -7.27749, -0.57048], [1.80818, -6.66177, 0.29357], [0.82503, -5.04022, -1.07176], [-1.28117, 3.61678, -2.12219], [-0.72460, 2.78313, -1.10132], [-1.15204, 4.64657, -1.80229], [-0.76355, 3.48072, -3.07313], [-2.34763, 3.41880, -2.25816], [-0.84009, 1.86889, -1.37263]],
  "max_force_ha_per_bohr": 0.0189,
  "charge": 1,
  "homo_ev": -11.91,
  "total_energy_ev": -57887.7532,
  "relative_energy_ev": 3.508,
  "homo_lumo_gap_ev": 9.129
}

{
  "formula": "C15H38KO15S3V2",
  "method": "ωB97M-V with the def2-TZVPD basis set",
  "symbols": ["K", "O", "V", "O", "O", "V", "O", "C", "C", "C", "O", "H", "H", "H", "H", "H", "H", "H", "C", "C", "C", "O", "H", "H", "H", "H", "H", "H", "H", "O", "S", "O", "O", "C", "C", "C", "H", "H", "H", "H", "H", "H", "H", "H", "O", "S", "O", "O", "C", "C", "C", "H", "H", "H", "H", "H", "H", "H", "H", "O", "S", "O", "O", "C", "C", "C", "H", "H", "H", "H", "H", "H", "H", "H"],
  "coordinates": [[25.35680, -10.29266, 24.53898], [28.55448, -10.13047, 16.98639], [27.00380, -9.79905, 17.34121], [26.19245, -9.90480, 15.99487], [26.75537, -3.36087, 21.66153], [25.72702, -4.47382, 20.91786], [24.69386, -3.66110, 20.04473], [29.04391, -4.94184, 15.42680], [29.43796, -4.83353, 16.90939], [29.60461, -3.29736, 17.13817], [28.60007, -5.53234, 17.78304], [29.08883, -5.99107, 15.13494], [29.73154, -4.38206, 14.79284], [28.15202, -4.33048, 15.28939], [30.41754, -5.29984, 17.01461], [29.95700, -3.09209, 18.14900], [28.69037, -2.71944, 17.00299], [30.33137, -2.83159, 16.47261], [21.52617, -9.95355, 21.15985], [21.98293, -9.04503, 20.05568], [20.94505, -7.96424, 19.85815], [23.26811, -8.51174, 20.24994], [21.39242, -9.38206, 22.07833], [22.25653, -10.72368, 21.40794], [20.60983, -10.50368, 20.94585], [21.89532, -9.64703, 19.15123], [20.84674, -7.29701, 20.71443], [19.99130, -8.45940, 19.67568], [21.13135, -7.31069, 19.00595], [18.56474, 0.92477, 24.32088], [18.80747, 0.80997, 22.90625], [17.68513, 0.63833, 21.99645], [19.70479, 2.08390, 22.32628], [20.22786, 1.99187, 21.00513], [20.57385, 3.42718, 20.53249], [20.03759, -0.61342, 22.57381], [19.45705, 1.61380, 20.33355], [21.02950, 1.26709, 20.86308], [21.14438, 3.41653, 19.60380], [21.14178, 3.92877, 21.31605], [19.71772, 4.10174, 20.52213], [19.56737, -1.46962, 23.05746], [20.89834, -0.22076, 23.11514], [20.13251, -0.87904, 21.52094], [13.73501, -14.13608, 22.07513], [13.91921, -12.73265, 21.70790], [12.83019, -11.71037, 21.78792], [15.19818, -12.23871, 22.70615], [15.66213, -10.85665, 22.63613], [16.78005, -10.55736, 23.61598], [14.78240, -12.64416, 20.03316], [14.86499, -10.11344, 22.65289], [16.21976, -10.80132, 21.70120], [17.20938, -9.59286, 23.34485], [17.40661, -11.44925, 23.62303], [16.48975, -10.45011, 24.66113], [14.52872, -11.68184, 19.58854], [14.43721, -13.48041, 19.42518], [15.83558, -12.79448, 20.27046], [13.30985, -9.21989, 11.99011], [13.34688, -9.36108, 13.47772], [13.95488, -10.53894, 14.08505], [14.10281, -8.03648, 14.21223], [15.50291, -8.06468, 14.08570], [15.99037, -6.58175, 14.26876], [11.72858, -9.07680, 14.11244], [15.90983, -8.55104, 13.19916], [15.88745, -8.73014, 14.85862], [17.01376, -6.47985, 14.62988], [15.38755, -6.14273, 15.06372], [15.91483, -6.17835, 13.25897], [11.24738, -10.02435, 13.87017], [11.22595, -8.28664, 13.55467], [11.65211, -8.70377, 15.13376]],
  "max_force_ha_per_bohr": 0.1059,
  "charge": 1,
  "homo_ev": -9.55,
  "total_energy_ev": -147066.0274,
  "homo_lumo_gap_ev": 2.966
}

{
  "formula": "C15H38N2O5",
  "method": "ωB97M-V with the def2-TZVPD basis set",
  "symbols": ["C", "C", "C", "O", "H", "H", "H", "H", "H", "H", "H", "H", "C", "O", "C", "C", "N", "C", "C", "O", "C", "H", "H", "H", "H", "H", "H", "H", "H", "H", "H", "H", "H", "H", "H", "H", "C", "O", "C", "C", "N", "C", "C", "O", "C", "H", "H", "H", "H", "H", "H", "H", "H", "H", "H", "H", "H", "H", "H", "H"],
  "coordinates": [[2.20058, 1.19318, -1.79232], [1.23025, 2.35616, -1.82582], [-0.18436, 1.94465, -1.30213], [1.75078, 3.49859, -1.18477], [1.76430, 0.23690, -2.08917], [2.61061, 1.01336, -0.79342], [3.06561, 1.36977, -2.43449], [1.08286, 2.67536, -2.86071], [-0.39207, 1.06061, -1.90918], [-0.91874, 2.73310, -1.44884], [-0.21914, 1.62077, -0.25973], [1.90258, 3.25084, -0.24827], [1.90800, 1.40505, 5.44243], [2.11151, 2.11994, 4.23628], [1.03283, 2.16887, 3.34637], [1.13439, 3.32885, 2.36342], [2.42451, 3.29594, 1.67834], [3.10411, 4.56237, 1.38122], [4.38705, 4.10849, 0.67237], [5.22894, 3.52169, 1.64326], [6.53057, 3.26404, 1.17755], [1.95650, 0.35789, 5.11504], [0.92798, 1.57237, 5.89984], [2.68875, 1.64970, 6.15547], [0.08116, 2.29610, 3.87066], [1.02284, 1.26888, 2.71739], [1.04333, 4.28108, 2.90180], [0.29144, 3.29711, 1.66572], [2.98740, 2.53528, 2.02302], [3.37605, 5.12054, 2.27993], [2.43838, 5.12700, 0.73133], [4.92768, 4.93810, 0.18118], [4.33043, 3.47879, -0.22401], [6.95924, 4.21637, 0.84997], [6.51745, 2.57971, 0.31631], [7.07906, 2.72179, 1.94344], [-6.45293, -6.62281, 0.01338], [-5.52845, -6.15490, -0.93960], [-4.17927, -6.10098, -0.55992], [-3.39615, -5.68252, -1.83231], [-3.24156, -4.23339, -1.90269], [-2.14213, -3.68234, -2.69925], [-1.97322, -2.19411, -2.47271], [-3.13970, -1.53875, -2.96129], [-3.26619, -0.18986, -2.58833], [-7.46915, -6.42333, -0.32815], [-6.42771, -6.08536, 0.96777], [-6.29782, -7.69847, 0.12130], [-3.71848, -7.06145, -0.29951], [-4.00523, -5.37052, 0.23176], [-3.99970, -5.92889, -2.71275], [-2.43652, -6.19388, -1.88546], [-4.10495, -3.77105, -2.14698], [-2.34837, -3.83261, -3.76527], [-1.23997, -4.18872, -2.35668], [-1.08014, -1.81918, -2.97804], [-1.97827, -2.02623, -1.39091], [-2.90326, 0.11124, -1.60538], [-4.29523, 0.13687, -2.74885], [-2.75843, 0.38202, -3.37960]],
  "smiles": "COCCNCCOC.COCCNCCOC.CC(C)O",
  "max_force_ha_per_bohr": 0.0431,
  "charge": 0,
  "homo_ev": -8.32,
  "total_energy_ev": -29385.3205,
  "relative_energy_ev": 0.614,
  "homo_lumo_gap_ev": 9.128
}

Which formula does entry 2 have?
C15H38ClNO9P